{
  "formula": "C27H42ClIrN6O2",
  "method": "ωB97M-V/def2-TZVPD",
  "charge": 2,
  "homo_lumo_gap_ev": 6.22,
  "energy_ha": -2097.028298,
  "lumo_ev": -7.02,
  "species": ["Ir", "C", "C", "C", "C", "C", "C", "C", "C", "C", "H", "H", "H", "H", "H", "H", "H", "H", "H", "H", "H", "H", "C", "N", "C", "C", "N", "C", "C", "C", "C", "C", "C", "N", "C", "N", "C", "C", "N", "C", "C", "N", "C", "C", "H", "H", "H", "H", "H", "H", "H", "H", "H", "H", "H", "H", "H", "H", "H", "H", "H", "H", "H", "H", "H", "H", "H", "H", "H", "H", "H", "H", "Cl", "C", "C", "O", "O", "H", "H"],
  "positions_angstrom": [[-0.09130, -0.05594, 0.26370], [2.73914, -0.50556, 1.83979], [1.33433, -0.06171, 2.12114], [0.33076, -1.01806, 2.38866], [-0.82281, -0.66203, 3.13906], [-1.80198, -1.72388, 3.52550], [-0.96940, 0.65287, 3.54475], [-0.04315, 1.64086, 3.19578], [-0.20809, 3.04716, 3.68032], [1.08768, 1.28063, 2.44299], [3.23666, 0.12748, 1.11379], [2.76018, -1.53374, 1.51284], [3.30780, -0.43696, 2.76928], [0.54855, -2.07242, 2.25289], [-2.03569, -2.36361, 2.67201], [-2.72466, -1.30085, 3.91860], [-1.36498, -2.35963, 4.30022], [-1.82496, 0.92645, 4.15359], [0.25824, 3.76520, 3.00646], [0.27830, 3.15170, 4.65413], [-1.25805, 3.30484, 3.81706], [1.85854, 2.01931, 2.25029], [3.77068, -2.95205, -0.32413], [2.53226, -2.32307, -0.79219], [1.38691, -3.23770, -0.91383], [2.47063, -1.02679, -1.11572], [1.31032, -0.32518, -1.17607], [1.17423, 0.61413, -2.23824], [1.91485, 0.57109, -3.41909], [1.87428, 1.63543, -4.30221], [1.10449, 2.75505, -3.99438], [0.24760, 2.70672, -2.90956], [0.21122, 1.57006, -2.10272], [-0.76686, 1.29610, -1.11590], [-2.05315, 1.67509, -1.33332], [-2.87383, 1.82059, -0.27998], [-4.31151, 1.53450, -0.37634], [-2.29761, 1.75159, 1.02410], [-2.52915, 1.94044, -2.54909], [-2.14233, 1.19516, -3.74647], [-3.50675, 3.00260, -2.78308], [3.62613, -0.38049, -1.38982], [4.66833, -0.97249, -2.23229], [3.79410, 1.05130, -1.15598], [3.54022, -3.57095, 0.54322], [4.49574, -2.20174, -0.02748], [4.20400, -3.59579, -1.08892], [1.63765, -4.15744, -0.39251], [1.19158, -3.46842, -1.96130], [0.48867, -2.82061, -0.48780], [2.53284, -0.29240, -3.63627], [2.44902, 1.60003, -5.21747], [1.14990, 3.63970, -4.61531], [-0.41572, 3.53478, -2.69340], [-4.53836, 1.10779, -1.34607], [-4.90429, 2.43228, -0.20630], [-4.56745, 0.79081, 0.37791], [-1.47596, 2.45319, 1.13845], [-1.93386, 0.71394, 1.22417], [-3.05457, 1.95574, 1.77920], [-1.47294, 0.37937, -3.49931], [-1.66420, 1.85286, -4.47167], [-3.04534, 0.77276, -4.18879], [-3.61991, 3.62079, -1.89787], [-4.47750, 2.60042, -3.07514], [-3.14162, 3.62918, -3.59868], [4.35601, -1.94397, -2.60414], [5.61020, -1.07484, -1.69284], [4.83528, -0.31541, -3.08799], [3.04276, 1.41952, -0.46274], [3.72190, 1.62173, -2.08221], [4.78438, 1.21049, -0.72718], [-0.98092, -2.45346, -3.46284], [-2.08103, -2.80296, -2.08842], [-2.11609, -1.53817, -1.26010], [-2.88089, -0.64513, -1.50649], [-1.20851, -1.54218, -0.27463], [-1.66953, -3.64437, -1.54117], [-3.06215, -3.02493, -2.49087]],
  "atomic_forces_ev_per_a": [[-0.4442, 1.7537, 0.4416], [0.0568, 0.1402, 0.2079], [0.5087, -0.5275, 0.3462], [0.0682, -0.3046, -0.1214], [0.0838, -0.0455, -0.0113], [-0.0353, 0.0112, -0.0449], [0.0204, -0.0206, 0.1406], [0.2412, -0.0277, -0.1439], [-0.0187, 0.0122, 0.0050], [-0.3236, 0.2947, -0.1655], [0.0681, 0.0156, 0.0025], [0.0374, -0.1792, -0.0300], [-0.0203, -0.0174, 0.0116], [0.0047, 0.0063, 0.0046], [0.0068, 0.0112, 0.0230], [0.0242, -0.0076, -0.0043], [-0.0134, 0.0055, -0.0318], [0.0237, -0.0127, -0.0245], [-0.0178, -0.0141, 0.0053], [-0.0077, -0.0062, -0.0130], [0.0244, 0.0068, -0.0079], [-0.0379, 0.0006, -0.0019], [-0.0492, -0.0064, 0.0953], [-0.2113, 0.0414, 0.0682], [0.1430, 0.0135, -0.2350], [0.3653, 0.0003, -0.0148], [-0.1964, -0.2236, 0.3170], [0.6181, -0.8154, -0.3093], [0.0676, -0.1102, -0.1505], [-0.0581, -0.0083, 0.0369], [0.0052, -0.0485, 0.0466], [-0.0175, 0.1051, -0.0115], [-0.6109, 0.6603, 0.1529], [-0.0469, 0.0894, -0.0650], [0.1169, -0.1028, 0.0999], [-0.1484, 0.2454, -0.0761], [0.1103, -0.0195, 0.0255], [0.1449, -0.0589, -0.0590], [-0.0488, 0.1835, -0.3125], [-0.0673, 0.0523, 0.0585], [0.0478, -0.0128, -0.0699], [0.1206, -0.0355, -0.0549], [0.0198, 0.0526, 0.0405], [0.1093, -0.0574, -0.0066], [-0.0342, 0.0100, -0.0136], [-0.0045, 0.0186, -0.0177], [0.0100, 0.0090, -0.0173], [0.0157, 0.0094, -0.0052], [0.0702, -0.0202, 0.0068], [-0.1259, 0.1258, 0.1256], [-0.0329, 0.1097, -0.0363], [0.0596, 0.0185, 0.0408], [-0.0690, -0.0387, -0.0135], [-0.0178, -0.0216, -0.0525], [-0.0059, 0.0342, 0.0168], [0.0146, 0.0172, -0.0088], [0.0101, -0.0166, -0.0015], [0.0054, 0.0058, -0.0090], [-0.1612, 0.0105, 0.1047], [0.0315, -0.0786, 0.0539], [0.0033, -0.0039, 0.0049], [-0.0002, 0.0077, 0.0019], [-0.0246, 0.0014, 0.0269], [0.0037, -0.0106, 0.0224], [0.0061, -0.0168, 0.0141], [0.0177, -0.0077, 0.0047], [-0.0036, 0.0194, -0.0005], [-0.0099, -0.0088, 0.0064], [-0.0201, 0.0161, 0.0052], [-0.0337, 0.0141, -0.0318], [0.0106, -0.0182, -0.0104], [-0.0078, -0.0179, 0.0369], [-0.0806, -0.0231, 0.0687], [0.1412, -0.0757, 0.0103], [0.2607, -0.1736, 0.1529], [-0.0949, -0.1749, 0.1034], [-0.5231, -0.7153, -0.7208], [-0.0506, -0.0376, -0.0050], [-0.0237, -0.0073, -0.0276]],
  "mulliken_charge": [2.103, -0.911, 0.610, -0.675, 0.581, -1.917, -0.440, 0.320, -1.729, -0.431, 0.234, 0.233, 0.502, 0.576, 0.329, 0.414, 0.412, 0.543, 0.425, 0.438, 0.390, 0.509, -1.270, 0.450, -0.686, -0.974, 0.296, 0.524, -0.763, -0.756, -0.862, -0.637, 0.045, 0.183, -0.114, 0.274, -1.101, -1.627, 0.452, -0.849, -1.244, 0.475, -1.356, -1.102, 0.502, 0.420, 0.410, 0.355, 0.267, 0.107, 0.634, 0.512, 0.491, 0.540, 0.442, 0.341, 0.398, 0.704, 0.189, 0.485, 0.121, 0.392, 0.371, 0.374, 0.416, 0.389, 0.423, 0.367, 0.457, 0.382, 0.310, 0.414, -0.146, -0.660, 0.258, -0.390, -0.978, 0.326, 0.507]
}